Below is a 2-piece molecular cluster, C3H5Br overall in a non-equilibrium geometry, with properties calculated with ωB97M-V with the def2-TZVPD basis set.

Structure (XYZ):
```
9
Properties=species:S:1:pos:R:3:forces:R:3:nbo_charge:R:1
C -1.5506 -0.4152 -0.2214 0.759 3.380 -2.264 -0.47
C -0.4325 -0.9705 0.0731 2.792 3.899 0.884 -0.06
C 1.1981 0.7508 0.2464 -2.614 -1.876 -1.728 -0.51
Br 2.9243 -0.0177 -0.1139 -0.640 0.556 0.254 0.03
H -2.4901 -0.8778 -0.2140 -1.289 -0.652 -0.087 0.22
H -1.4382 0.6534 -0.7588 -0.782 -2.268 1.543 0.21
H -0.0192 -1.7950 0.5273 0.569 -1.793 0.769 0.19
H 1.1075 1.4430 1.0847 0.286 -0.801 0.356 0.20
H 0.7007 1.2291 -0.6234 0.920 -0.446 0.274 0.19
```
Forces are in eV/Å.

Spin multiplicity = 1
Energy relative to the best compared isomer or geometry (same formula, charge and spin) = 363.8 kJ/mol
Largest force on an atom = 4.88 eV/A
HOMO (alpha / beta) = -0.315 / -0.315 Eh